(1)
Density functional theory data (ωB97M-V with the def2-TZVPD basis set) for C27H39InN3O5PS as an isolated structure.

```
! wB97M-V def2-TZVPD RIJCOSX def2/J DEFGRID3
* xyz 2 1
In 1.069 -0.666 -0.070
C 1.875 0.194 -3.251
C 0.831 -0.884 -3.282
C 0.101 -1.162 -4.431
C -0.873 -2.139 -4.397
C -1.117 -2.829 -3.216
C -0.371 -2.513 -2.107
N 0.594 -1.567 -2.152
C -0.521 -3.207 -0.795
C -1.297 -4.323 -0.536
C -1.205 -4.901 0.723
C -0.308 -4.413 1.668
C 0.440 -3.301 1.332
N 0.263 -2.719 0.155
C 1.618 -2.766 2.083
C 1.956 -3.169 3.353
C 3.188 -2.780 3.864
C 4.065 -2.069 3.066
C 3.668 -1.676 1.792
C 4.648 -1.081 0.820
N 2.427 -1.954 1.354
H 2.407 0.260 -4.197
H 2.607 -0.005 -2.466
H 1.401 1.158 -3.053
H 0.308 -0.612 -5.341
H -1.449 -2.366 -5.286
H -1.876 -3.601 -3.175
H -1.940 -4.753 -1.292
H -1.799 -5.775 0.954
H -0.177 -4.916 2.617
H 1.288 -3.790 3.935
H 3.475 -3.074 4.866
H 5.065 -1.834 3.408
H 5.178 -1.905 0.335
H 5.393 -0.460 1.311
H 4.153 -0.508 0.036
C -4.664 0.918 -0.360
C -3.660 0.217 -1.264
C -4.211 -1.118 -1.716
C -3.253 1.071 -2.457
O -2.457 -0.165 -0.476
P -1.268 0.714 0.049
O -0.599 -0.094 1.170
O -0.162 0.882 -1.009
O -1.934 2.040 0.505
C -1.389 3.372 0.838
C -2.622 4.214 1.086
C -0.572 3.923 -0.319
C -0.560 3.212 2.098
H -5.625 0.975 -0.871
H -4.347 1.930 -0.108
H -4.797 0.353 0.565
H -5.158 -0.965 -2.235
H -4.389 -1.767 -0.855
H -3.517 -1.610 -2.402
H -4.144 1.343 -3.025
H -2.572 0.524 -3.113
H -2.765 1.995 -2.139
H -3.150 4.419 0.152
H -2.331 5.166 1.535
H -3.299 3.701 1.772
H -1.157 3.927 -1.241
H 0.333 3.338 -0.488
H -0.299 4.956 -0.090
H -1.173 2.838 2.921
H -0.143 4.180 2.386
H 0.247 2.500 1.915
C 3.137 1.876 3.064
S 3.393 1.744 1.310
C 3.172 3.450 0.865
O 2.142 1.045 0.770
H 2.172 2.340 3.261
H 3.955 2.475 3.470
H 3.173 0.870 3.478
H 2.168 3.758 1.159
H 3.305 3.527 -0.212
H 3.937 4.035 1.380
*
```

The energy relative to the best compared isomer or geometry (same formula, charge and spin) is 3.0 kcal per mole. The frontier orbital gap comes out at 8.46 eV.

Mulliken population analysis, charges in e, atoms 1 to 8: atom 1 (In): 1.834, atom 2 (C): -1.502, atom 3 (C): 1.190, atom 4 (C): -0.805, atom 5 (C): -0.713, atom 6 (C): -0.501, atom 7 (C): 0.727, atom 8 (N): -0.058

***

(2)
Density functional theory data (ωB97M-V with the def2-TZVPD basis set) for C27H39N5O2Pb as an isolated structure.

```
! wB97M-V def2-TZVPD RIJCOSX def2/J DEFGRID3
* xyz 0 1
Pb -0.045 0.443 0.064
C 0.235 -1.949 -2.630
C 1.614 -1.305 -2.315
N 1.824 -1.197 -0.886
C 2.016 -2.474 -0.218
C 1.383 -2.504 1.177
N 0.011 -2.009 1.208
C -1.052 -2.875 0.714
C -1.088 -3.029 -0.826
N -0.706 -1.825 -1.532
H -0.160 -1.459 -3.522
H 0.375 -3.007 -2.886
H 2.397 -1.896 -2.815
H 1.636 -0.298 -2.722
H 2.566 -0.551 -0.642
H 1.568 -3.253 -0.832
H 3.083 -2.714 -0.107
H 1.455 -3.530 1.573
H 1.958 -1.834 1.816
H -0.200 -1.766 2.168
H -0.988 -3.887 1.149
H -1.991 -2.418 1.041
H -0.425 -3.849 -1.119
H -2.108 -3.354 -1.080
H -1.502 -1.255 -1.782
O 1.877 0.665 1.472
C 2.063 1.041 2.687
C 3.275 0.660 3.326
C 3.580 1.000 4.617
C 2.683 1.748 5.375
C 1.490 2.116 4.808
C 1.149 1.804 3.482
C -0.081 2.342 2.957
N -0.610 2.168 1.751
C -1.703 2.977 1.663
C -1.880 3.629 2.839
N -0.860 3.218 3.653
H 3.966 0.068 2.743
H 4.513 0.678 5.057
H 2.916 2.031 6.389
H 0.793 2.667 5.423
H -2.256 3.034 0.750
H -2.613 4.335 3.164
H -0.730 3.506 4.608
C 1.381 3.186 -1.481
C 0.818 3.412 -2.884
C 1.371 2.382 -3.872
C -0.699 3.427 -2.971
C -1.254 4.477 -3.685
C -2.613 4.578 -3.908
C -3.437 3.602 -3.384
C -2.933 2.534 -2.663
C -3.930 1.515 -2.145
C -3.726 0.151 -2.797
C -3.861 1.373 -0.625
C -1.531 2.399 -2.457
O -1.052 1.336 -1.854
H 2.441 3.439 -1.446
H 1.289 2.134 -1.198
H 0.844 3.780 -0.747
H 1.164 4.403 -3.209
H 0.950 1.408 -3.642
H 2.457 2.329 -3.815
H 1.084 2.647 -4.888
H -0.592 5.237 -4.085
H -3.019 5.400 -4.482
H -4.507 3.662 -3.547
H -4.932 1.877 -2.405
H -2.725 -0.190 -2.556
H -3.820 0.225 -3.876
H -4.456 -0.568 -2.426
H -2.856 1.066 -0.342
H -4.567 0.627 -0.265
H -4.100 2.322 -0.152
*
```

The energy relative to the best compared isomer or geometry (same formula, charge and spin) is 4.0 kcal per mole. The frontier orbital gap comes out at 6.99 eV.

Mulliken population analysis, charges in e, atoms 1 to 8: atom 1 (Pb): 1.575, atom 2 (C): -0.832, atom 3 (C): -0.342, atom 4 (N): -0.186, atom 5 (C): -0.919, atom 6 (C): -0.774, atom 7 (N): -0.025, atom 8 (C): -1.014

***

(3)
Density functional theory data (ωB97M-V with the def2-TZVPD basis set) for a 10-piece molecular cluster, C27H40Br6O21 overall.

```
! wB97M-V def2-TZVPD RIJCOSX def2/J DEFGRID3
* xyz 0 1
Br -1.969 -3.599 1.628
C -0.917 -4.961 0.547
C -1.782 -5.464 -0.578
Br -1.019 -6.868 -1.670
H -0.548 -5.797 1.142
H -0.096 -4.460 0.034
H -2.267 -4.675 -1.153
H -2.654 -5.965 -0.157
Br -1.179 2.629 0.127
C -0.490 0.815 0.577
C 0.451 0.241 -0.427
Br 0.931 -1.686 -0.027
H -1.224 0.122 0.991
H 0.158 0.975 1.438
H 1.378 0.791 -0.588
H -0.065 0.264 -1.387
Br -1.189 7.691 1.735
C -1.426 5.822 2.278
C -0.889 5.724 3.700
Br -1.507 4.078 4.523
H -0.865 5.242 1.545
H -2.485 5.564 2.242
H -1.159 6.594 4.298
H 0.195 5.779 3.802
C 3.082 -4.601 -0.846
C 2.915 -5.917 -1.494
O 2.238 -6.640 -0.509
C 2.293 -6.041 0.707
O 1.947 -6.466 1.815
O 2.927 -4.840 0.538
H 2.187 -4.044 -1.124
H 4.047 -4.123 -1.013
H 3.863 -6.400 -1.733
H 2.238 -5.866 -2.347
C -3.552 1.291 3.988
C -3.413 0.704 5.403
O -2.056 0.356 5.351
C -1.563 0.341 4.118
O -0.440 -0.066 3.873
O -2.422 0.911 3.259
H -3.455 2.375 4.048
H -4.490 1.133 3.455
H -4.046 -0.181 5.474
H -3.689 1.468 6.129
C -2.779 4.135 -3.138
C -1.772 5.181 -2.882
O -0.562 4.468 -3.156
C -0.767 3.216 -2.944
O 0.062 2.335 -2.873
O -2.063 2.974 -2.841
H -3.112 4.194 -4.174
H -3.658 4.245 -2.502
H -1.906 5.800 -1.995
H -1.894 5.846 -3.737
C 1.032 -0.317 -4.164
C 0.250 -1.563 -4.269
O 0.789 -2.161 -5.375
C 1.800 -1.467 -5.889
O 2.380 -1.804 -6.885
O 1.969 -0.346 -5.189
H 1.569 -0.291 -3.216
H 0.439 0.594 -4.246
H -0.794 -1.252 -4.316
H 0.515 -2.120 -3.370
C -4.592 -1.702 0.436
C -4.089 -0.307 0.550
O -3.683 -0.073 -0.795
C -3.367 -1.238 -1.380
O -2.821 -1.405 -2.479
O -3.865 -2.240 -0.665
H -5.659 -1.745 0.219
H -4.252 -2.150 1.369
H -3.295 -0.365 1.294
H -4.896 0.393 0.768
C 2.400 1.771 5.538
C 2.221 3.250 5.746
O 2.374 3.764 4.450
C 2.191 2.806 3.553
O 2.176 2.989 2.312
O 2.200 1.579 4.189
H 1.666 1.162 6.065
H 3.414 1.439 5.759
H 3.028 3.600 6.389
H 1.320 3.624 6.232
C 5.365 -1.351 -4.242
C 4.891 0.073 -3.961
O 4.064 -0.144 -2.816
C 4.017 -1.455 -2.403
O 3.390 -1.844 -1.427
O 4.847 -2.171 -3.177
H 6.452 -1.400 -4.316
H 4.889 -1.813 -5.107
H 4.355 0.334 -4.873
H 5.762 0.704 -3.784
*
```

Its structure (SMILES) is O=C1OCCO1.O=C1OCCO1.O=C1OCCO1.O=C1OCCO1.O=C1OCCO1.O=C1OCCO1.O=C1OCCO1.BrCCBr.BrCCBr.BrCCBr. The frontier orbital gap comes out at 9.23 eV.

Mulliken population analysis, charges in e, atoms 1 to 8: atom 1 (Br): -0.111, atom 2 (C): 0.324, atom 3 (C): -0.746, atom 4 (Br): -0.156, atom 5 (H): 0.409, atom 6 (H): -0.522, atom 7 (H): 0.307, atom 8 (H): 0.445

***

For each record above, in turn, the calculated highest occupied orbital energy values are -14.5, -6.7, -9.3 eV.
For each record above, in turn, the calculated max |F| values are 0.35, 0.84, 4.85 eV/A.
For each record above, in turn, the calculated E_LUMO values are -6.08, 0.30, -0.03 eV.